Entry 1:
This record from the Open Molecules 2025 dataset describes a 2-piece molecular cluster, C3H8NO overall in a non-equilibrium geometry. The level of theory is ωB97M-V with the def2-TZVPD basis set.

As for the net charge: +1.

Each line ends with the natural charge from an NBO analysis.
Positions of all 13 atoms, in Å:
C  0.2001  0.4353  0.4179  -0.104
C  -0.9868  -0.3289  0.1792  0.436
C  1.5216  -0.1551  0.2577  -0.655
N  -0.4996  0.5989  -0.9430  -0.584
O  -2.2404  -0.3189  0.5865  -0.659
H  0.1704  1.4313  0.8430  0.266
H  -0.4229  -2.0563  -0.3932  0.080
H  2.1864  -0.0280  1.1733  0.283
H  2.0500  0.4968  -0.4163  0.246
H  1.5137  -1.1522  -0.3134  0.253
H  -0.9633  1.4459  -1.1731  0.445
H  -0.0786  0.0898  -1.7444  0.450
H  -2.4504  -0.4585  1.5258  0.542

Forces on atoms 1 to 6 (eV/Å):
C 0.049 1.183 -0.663
C -0.066 -4.126 -1.198
C 2.464 -0.758 -0.031
N 0.224 -2.533 -0.239
O 0.032 0.776 -0.597
H -0.225 -0.198 0.796



Entry 2:
This record from the Open Molecules 2025 dataset describes a 2-piece molecular cluster, H4O2 overall in a non-equilibrium geometry. The level of theory is ωB97M-V with the def2-TZVPD basis set.

Each line ends with the natural charge from an NBO analysis.
Positions of all 6 atoms, in Å:
H  -1.6827  -0.8653  0.1266  0.487
H  -0.4705  -0.5372  1.0252  0.481
H  1.6716  1.0758  -0.2280  0.459
H  0.3861  0.2093  -0.4385  0.485
O  -0.7280  -0.9505  0.1732  -0.939
O  0.8236  1.0679  -0.6585  -0.972

Cartesian forces, eV/Å:
H -0.145 0.083 -0.046
H -0.460 -0.467 -0.597
H 0.470 -0.075 0.185
H 0.454 0.864 -0.507
O 0.341 0.007 1.011
O -0.660 -0.412 -0.046



Entry 3:
This record from the Open Molecules 2025 dataset describes C30H33CuN2O2SSi as an isolated structure. The level of theory is ωB97M-V with the def2-TZVPD basis set.

As for the net charge: -2.

Each line ends with the natural charge from an NBO analysis.
Positions of all 70 atoms, in Å:
Cu  0.5667  0.2186  3.5830  0.510
C  0.2112  4.1485  1.3616  -0.592
C  1.3338  3.1147  1.2585  -0.434
C  1.1617  2.2025  0.0733  -0.039
C  1.8068  2.4699  -1.1246  -0.216
C  1.5951  1.6721  -2.2406  -0.240
C  0.7209  0.6040  -2.1533  -0.210
C  0.0482  0.2995  -0.9702  -0.048
C  -0.8952  -0.8819  -0.9721  -0.432
C  -2.2440  -0.5511  -1.6289  -0.602
C  0.2802  1.1072  0.1512  0.213
N  -0.3087  0.8553  1.4046  -0.554
C  -1.5600  1.0441  1.5899  0.154
C  -2.1473  0.8850  2.8876  -0.029
C  -3.4626  1.0972  3.3013  -0.281
C  -3.4798  0.8298  4.6772  -0.366
C  -2.1662  0.4959  5.0198  -0.047
N  -1.3590  0.5228  3.9457  -0.608
H  0.3675  4.8005  2.2239  0.199
H  -0.7576  3.6600  1.4803  0.209
H  0.1677  4.7705  0.4638  0.189
H  1.3527  2.5168  2.1716  0.239
H  2.2976  3.6234  1.1931  0.205
H  2.4863  3.3148  -1.1757  0.196
H  2.1121  1.8815  -3.1696  0.196
H  0.5507  -0.0280  -3.0187  0.203
H  -1.0475  -1.2462  0.0439  0.223
H  -0.4324  -1.6985  -1.5297  0.215
H  -2.9018  -0.0262  -0.9332  0.193
H  -2.7486  -1.4508  -1.9853  0.237
H  -2.0991  0.1008  -2.4931  0.194
H  -2.2086  1.3863  0.7760  0.162
H  -4.2907  1.3889  2.6720  0.201
H  -4.3275  0.8726  5.3445  0.195
H  -1.7779  0.2278  5.9921  0.183
O  -3.6203  -4.5686  -9.6380  -0.703
C  -4.5470  -4.1337  -8.7245  0.776
O  -5.5933  -3.7059  -9.1521  -0.624
C  -4.2154  -4.3269  -7.3098  -0.299
C  -5.0684  -3.7845  -6.3366  -0.156
C  -4.8125  -3.9258  -4.9946  -0.263
C  -3.6833  -4.6369  -4.5065  -0.130
S  -3.3706  -4.8400  -2.8381  -0.425
C  -2.8348  -5.1825  -5.5064  -0.264
C  -3.0921  -5.0313  -6.8481  -0.190
H  -2.8294  -4.8433  -9.1610  0.475
H  -5.9412  -3.2392  -6.6744  0.217
H  -5.4836  -3.4905  -4.2648  0.210
H  -1.9649  -5.7380  -5.1798  0.208
H  -2.3969  -5.5084  -7.5367  0.170
C  3.5639  -0.6542  5.4612  -1.085
Si  2.8079  -0.1191  3.7836  0.812
C  3.5710  -1.3722  2.5612  -1.102
C  3.8087  1.4865  3.4291  -0.398
C  4.7771  1.5940  2.4286  -0.230
C  5.4328  2.7926  2.1637  -0.216
C  5.1345  3.9289  2.9005  -0.253
C  4.1779  3.8505  3.9076  -0.250
C  3.5330  2.6490  4.1601  -0.158
H  4.6509  -0.7687  5.3919  0.201
H  3.1368  -1.6058  5.7898  0.213
H  3.3484  0.0841  6.2385  0.214
H  4.6605  -1.4497  2.6535  0.199
H  3.3282  -1.1018  1.5296  0.227
H  3.1477  -2.3640  2.7404  0.223
H  5.0243  0.7236  1.8302  0.206
H  6.1710  2.8400  1.3702  0.193
H  5.6343  4.8674  2.6899  0.193
H  3.9304  4.7318  4.4894  0.194
H  2.7694  2.6145  4.9324  0.198

Forces on atoms 1 to 6 (eV/Å):
Cu 0.050 0.077 0.030
C 0.010 0.013 0.002
C -0.003 -0.083 0.050
C -0.048 0.000 -0.034
C 0.006 0.001 0.047
C -0.008 -0.007 -0.022



Entry 4:
This record from the Open Molecules 2025 dataset describes a 2-piece molecular cluster, C2H10N4O overall in a non-equilibrium geometry. The level of theory is ωB97M-V with the def2-TZVPD basis set.

Each line ends with the natural charge from an NBO analysis.
Positions of all 17 atoms, in Å:
C  2.1419  -0.3607  0.2274  -0.417
C  -1.3769  0.2312  0.9044  -0.082
N  -2.0411  0.7138  -0.3145  -0.908
N  0.8553  1.3914  -0.6509  -0.673
N  -0.0550  -0.3068  0.7274  -0.017
N  0.9307  0.3293  0.2433  0.011
O  -0.3975  -1.8619  -0.5855  -0.946
H  2.7709  0.1937  -0.3700  0.218
H  2.5016  -0.3408  1.2800  0.216
H  2.1002  -1.3983  -0.1172  0.227
H  -2.0360  -0.4810  1.4363  0.211
H  -1.3116  1.2280  1.4768  0.203
H  -2.9428  1.0252  -0.4779  0.388
H  -1.9113  -0.0179  -0.9937  0.388
H  -0.1832  1.7471  -0.4968  0.398
H  0.7917  0.9672  -1.6688  0.358
H  0.2138  -2.3141  -0.0213  0.426

Forces on atoms 1 to 6 (eV/Å):
C 1.116 -1.460 2.565
C -2.025 2.637 0.412
N 3.431 -1.385 -1.694
N -3.347 0.552 -2.245
N -0.302 -1.632 0.119
N -2.204 0.163 -0.258



Entry 5:
This record from the Open Molecules 2025 dataset describes one molecule with the formula C4H7NS3 in a non-equilibrium geometry. The level of theory is ωB97M-V with the def2-TZVPD basis set.

Each line ends with the natural charge from an NBO analysis.
Positions of all 15 atoms, in Å:
C  3.9146  0.2301  0.0265  -0.774
C  1.5715  -1.0533  0.2302  -0.329
C  0.2902  -1.4198  0.3227  -0.295
C  -0.9636  -0.6726  0.1270  0.060
H  4.1571  0.1773  1.1037  0.227
H  4.3502  -0.5794  -0.5652  0.227
H  4.4517  1.1553  -0.2375  0.242
H  2.3126  -1.8539  0.3307  0.231
H  0.1222  -2.4883  0.5400  0.238
H  -0.0288  1.0487  0.8089  0.420
H  -2.9284  1.3831  0.9228  0.122
N  -0.7887  0.6461  0.2378  -0.721
S  2.1883  0.4931  -0.2925  0.281
S  -2.3753  -1.4431  -0.2491  -0.114
S  -2.0499  1.8331  -0.0088  0.184

Forces on atoms 1 to 6 (eV/Å):
C 1.323 0.846 0.584
C -0.106 -0.135 -0.482
C -0.276 -1.581 0.490
C 0.364 -0.830 -0.242
H -0.370 -0.576 -0.451
H -0.171 0.007 0.272



Entry 6:
This record from the Open Molecules 2025 dataset describes one molecule with the formula C8H6BrN5O4 in a non-equilibrium geometry. The level of theory is ωB97M-V with the def2-TZVPD basis set.

Each line ends with the natural charge from an NBO analysis.
Positions of all 24 atoms, in Å:
O  -2.3775  2.7527  1.1866  -0.588
O  -1.2815  -4.9247  -1.1635  -0.392
O  -0.6992  -5.1106  0.9503  -0.356
Br  -2.5433  0.5152  -0.9601  0.111
N  0.5342  -2.6394  0.9156  -0.399
N  1.2734  1.9391  -0.0051  -0.577
O  1.9975  3.5598  1.3320  -0.575
C  -1.2746  2.4778  0.8103  0.590
C  0.9103  -1.4830  0.4633  0.182
C  1.0206  2.9696  0.8986  0.752
C  -1.0711  1.4683  -0.2144  -0.254
C  -0.2141  -2.3199  -1.1900  -0.016
C  -0.1521  -3.2097  -0.1505  0.115
C  0.2381  1.1952  -0.5504  0.220
N  -0.2375  3.1253  1.4331  -0.602
N  0.5070  -1.2115  -0.8273  -0.339
N  -0.7547  -4.4926  -0.1293  0.503
C  0.6193  0.0865  -1.5197  -0.248
H  1.7715  4.2760  1.9530  0.502
H  1.4613  -0.7726  1.1113  0.217
H  -0.7386  -2.4848  -2.1257  0.248
H  -0.4734  3.9245  2.0268  0.428
H  1.6008  0.2527  -1.9080  0.236
H  -0.1163  0.1059  -2.3370  0.244

Forces on atoms 1 to 6 (eV/Å):
O -1.882 0.673 0.683
O 0.609 0.715 1.078
O -0.197 0.900 -1.883
Br 0.513 0.595 0.506
N -0.364 -0.811 -0.864
N -0.482 2.213 1.437



| no. | E (eV) |
| --- | --- |
| 1 | -6766.676 |
| 2 | -4159.785 |
| 3 | -102077.329 |
| 4 | -10238.644 |
| 5 | -38256.101 |
| 6 | -94072.634 |